ORCA calculation (ωB97M-V/def2-TZVPD) on 4 unconnected molecules or ions with the total composition C10H17N3O6P2.

Output
Energy above the lowest of the compared OMol25 structures with the same formula, charge and spin in kcal/mol: 0.00
Electronic energy in a.u.: -1689.663370
Structure (SMILES): CP(O)[C@@H]1OC(=O)O[C@H]1P(O)O.CC#N.CC#N.CC#N
LUMO energy in eV: 0.56

```
! RIJCOSX wB97M-V def2-TZVPD def2/J DEFGRID3
* xyz 0 1
C 3.61382 3.55513 -0.58189
O -0.70146 0.28269 0.24835
H -4.21240 0.64411 -2.06838
H -6.37947 -1.52341 -2.71458
C 4.20479 0.52141 1.66541
P 3.80526 -1.07028 2.46733
H 4.19804 1.36314 2.34736
H 3.91982 -3.00778 1.62414
C 0.46231 -2.49232 3.67980
O -0.76856 1.21637 2.67216
P 0.28566 0.73196 1.50770
H 5.53841 3.82445 -1.40015
C 2.03662 -1.03228 3.05633
C 0.88939 -0.96821 2.09282
O 3.78542 -2.15055 1.20207
H 4.35884 5.03769 -1.88270
O 1.80998 -2.41837 3.49641
H -3.75331 -0.09906 -3.59135
H -0.78474 -0.68393 0.26569
C -3.06160 -1.11366 -1.87561
N 2.76505 2.87866 -0.20951
H 0.83602 -1.75196 1.33946
O -0.15436 -1.45686 3.03194
H -7.80970 -1.23257 -3.69954
N -2.78272 -2.07588 -1.31535
H -1.55596 0.64740 2.63792
H -2.56183 0.78419 -2.65132
O -0.09472 -3.27476 4.28592
H 5.22612 0.41183 1.30583
H 1.89977 -0.46378 3.97146
H 3.58532 0.67149 0.78461
H 5.04311 5.07209 -0.26204
C -6.78479 -1.60001 -3.72335
C -3.41296 0.10831 -2.57958
C 4.68996 4.41333 -1.05419
C -5.97954 -0.84478 -4.67070
N -5.34056 -0.24822 -5.41360
H -6.81503 -2.65560 -3.98885
*
```



ORCA calculation (ωB97M-V/def2-TZVPD) on a single C5H10ClNO2 molecule.

Output
Energy above the lowest of the compared OMol25 structures with the same formula, charge and spin in kcal/mol: 2.50
Electronic energy in a.u.: -861.756738
LUMO energy (alpha / beta) in eV: 0.68 / -2.66

```
! RIJCOSX wB97M-V def2-TZVPD def2/J DEFGRID3
* xyz 0 3
C 0.38086 0.08628 0.14536
H 0.22240 0.80162 0.95531
H -0.48316 2.88926 -0.21826
C -0.19553 0.94304 -1.08659
C -0.37548 -1.20022 0.44078
O 1.28222 2.87793 -1.11917
H 0.97636 -2.71045 0.94457
H -2.11119 1.66125 -1.43879
C 0.34919 -2.00405 1.44733
H 2.18531 0.16239 0.77428
H -1.83954 -0.10072 -0.98177
O 1.76749 0.06673 -0.09830
H -0.31075 -2.71727 2.08390
H -0.68475 -1.78344 -0.40210
Cl 0.59986 0.11558 -2.61617
C 0.22181 2.38413 -0.86959
H 0.95882 -1.49980 2.22492
H -1.28611 -0.84478 0.77944
N -1.65783 0.87253 -0.96516
*
```



Look up the energy above the lowest of the compared OMol25 structures with the same formula, charge and spin of the first one. 0.00 kcal/mol



Which formula does entry 1 have? C10H17N3O6P2



The lowest energy above the lowest of the compared OMol25 structures with the same formula, charge and spin belongs to which entry? C10H17N3O6P2



The lowest energy above the lowest of the compared OMol25 structures with the same formula, charge and spin belongs to which entry? C10H17N3O6P2